11
Properties=species:S:1:pos:R:3:nbo_charge:R:1 method="wB97M-V/def2-TZVPD" total_charge=0 homo_ev=-9.512 e_tot_ha=-285.2272 homo_lumo_gap_ev=9.692 fmax_ha_per_bohr=0.024
C -0.24 0.02 1.28 -0.656
C -0.60 0.52 -0.10 -0.259
C 0.22 0.70 -1.13 0.100
O 1.31 -0.14 -1.41 -0.303
C 0.12 -2.03 -0.52 0.260
N 1.00 -1.38 -1.00 -0.264
H -0.84 -0.82 1.66 0.238
H 0.82 -0.24 1.37 0.223
H -0.42 0.89 1.92 0.230
H -1.57 1.00 -0.19 0.223
H 0.17 1.49 -1.87 0.205

=====

11
Properties=species:S:1:pos:R:3:nbo_charge:R:1 method="wB97M-V/def2-TZVPD" total_charge=0 homo_ev=-9.721 smiles="CC#CC(N)=O" e_tot_ha=-285.3399 homo_lumo_gap_ev=10.620 fmax_ha_per_bohr=0.016
C -2.16 -0.04 0.04 -0.709
C -0.90 0.65 0.23 0.158
C 0.26 0.89 0.47 -0.225
C 1.33 -0.13 0.41 0.638
O 1.28 -1.15 1.07 -0.601
N 2.25 0.10 -0.56 -0.814
H -2.10 -0.59 -0.91 0.249
H -3.03 0.61 0.04 0.249
H -2.24 -0.78 0.85 0.252
H 2.99 -0.57 -0.65 0.403
H 2.33 1.01 -0.98 0.400

=====

11
Properties=species:S:1:pos:R:3:nbo_charge:R:1 method="wB97M-V/def2-TZVPD" total_charge=0 homo_ev=-7.128 smiles=Oc1ccc[nH]1 e_tot_ha=-285.2971 homo_lumo_gap_ev=7.785 fmax_ha_per_bohr=0.035
O 1.86 0.66 -0.38 -0.660
C 0.81 0.16 0.29 0.594
C 0.30 -1.14 0.25 -0.523
C -1.07 -0.85 -0.08 -0.231
C -1.27 0.50 0.05 -0.189
N -0.11 1.06 0.70 -0.571
H 2.07 -0.04 -1.01 0.506
H 0.76 -2.01 0.71 0.240
H -1.76 -1.56 -0.52 0.223
H -1.68 1.19 -0.67 0.213
H 0.09 2.05 0.67 0.398

=====

11
Properties=species:S:1:pos:R:3:nbo_charge:R:1 method="wB97M-V/def2-TZVPD" total_charge=0 homo_ev=-10.115 smiles="C#CCNC=O" e_tot_ha=-285.3495 homo_lumo_gap_ev=10.971 fmax_ha_per_bohr=0.009
O -0.60 -2.04 -0.81 -0.593
C -0.20 -1.75 0.30 0.534
N -0.35 -0.53 0.89 -0.611
C -0.74 0.64 0.10 -0.304
C 0.40 1.25 -0.61 -0.038
C 1.41 1.64 -1.14 -0.215
H 0.35 -2.47 0.95 0.110
H 0.13 -0.36 1.77 0.397
H -1.52 0.32 -0.60 0.255
H -1.20 1.36 0.78 0.228
H 2.32 1.94 -1.62 0.238

=====

11
Properties=species:S:1:pos:R:3:nbo_charge:R:1 method="wB97M-V/def2-TZVPD" total_charge=0 homo_ev=-11.196 smiles="CCC(=O)C#N" e_tot_ha=-285.3888 homo_lumo_gap_ev=10.953 fmax_ha_per_bohr=0.022
C -0.75 -1.09 0.91 -0.609
C 0.30 -0.05 0.51 -0.495
C 0.11 0.43 -0.91 0.504
O -0.59 -0.09 -1.74 -0.458
C 0.89 1.64 -1.27 0.163
N 1.48 2.60 -1.54 -0.249
H -1.74 -0.63 0.95 0.218
H -0.79 -1.90 0.18 0.227
H -0.52 -1.51 1.89 0.219
H 0.29 0.82 1.17 0.236
H 1.31 -0.47 0.57 0.244

=====

11
Properties=species:S:1:pos:R:3:nbo_charge:R:1 method="wB97M-V/def2-TZVPD" total_charge=0 homo_ev=-8.573 smiles="O=C1CC=CN1" e_tot_ha=-285.3658 homo_lumo_gap_ev=9.388 fmax_ha_per_bohr=0.054
O -1.35 1.99 -0.24 -0.605
C -0.66 1.00 -0.15 0.615
C -0.96 -0.43 -0.36 -0.471
C 0.31 -1.17 -0.40 -0.297
C 1.23 -0.34 0.15 -0.011
N 0.66 0.91 0.38 -0.625
H -1.86 -0.78 -0.88 0.256
H -1.14 -0.10 0.83 0.268
H 0.46 -2.19 -0.72 0.233
H 2.22 -0.57 0.52 0.219
H 1.10 1.68 0.86 0.418